C35H35AsIrN4O7 | the ωB97M-V functional and the def2-TZVPD basis

Summary:
* molecular weight: 890.83 g mol⁻¹
* spin multiplicity: 5
* E_LUMO (spin up / spin down): -0.2993 / -0.4116 Ha
* HOMO-LUMO gap (spin up / spin down): 6.04 / 4.52 eV
* ΔE to the lowest compared entry with this formula, charge and spin: 73.2 kJ/mol
* charge: +3
* <S²>: 6.0472
* E: -120806.68369 eV

Geometry as XYZ:
```
83
Properties=species:S:1:pos:R:3:forces:R:3
Ir -3.445 -17.749 -4.823 0.9 1.3 -2.7
O -3.286 -14.353 -2.273 0.1 -1.2 -1.6
C -3.544 -15.416 -3.099 -1.7 0.9 2.7
O -2.764 -15.834 -3.959 0.6 0.5 -0.1
C -4.762 -16.174 -2.778 -0.2 0.3 0.4
C -5.703 -15.943 -1.736 0.6 0.2 0.4
C -6.624 -16.906 -1.344 0.3 0.6 -0.6
C -6.702 -18.088 -2.104 0.4 0.2 -0.2
C -5.879 -18.318 -3.161 1.3 0.2 -0.3
N -4.919 -17.327 -3.536 -0.8 -1.4 0.3
C -5.763 -19.613 -3.913 -1.0 0.3 0.6
O -6.582 -20.647 -3.561 1.6 1.3 -0.6
O -4.949 -19.701 -4.836 -0.5 -0.1 0.6
H -2.416 -13.946 -2.483 -0.6 -0.3 0.0
H -5.631 -15.017 -1.162 0.1 -0.2 -0.2
H -7.292 -16.784 -0.496 0.2 0.2 -0.2
H -7.447 -18.797 -1.842 -0.5 -0.6 0.2
H -6.965 -20.494 -2.680 0.0 0.0 -0.3
O -4.449 -16.521 -6.115 -0.7 -1.3 -0.1
As -5.653 -17.055 -7.301 0.1 0.3 -1.7
C -6.426 -15.449 -8.095 0.5 1.0 -0.2
C -5.538 -14.374 -8.267 0.2 -0.3 0.7
C -5.872 -13.217 -8.973 -1.0 -0.7 0.3
C -7.175 -13.132 -9.502 -0.1 0.6 -0.2
C -8.072 -14.194 -9.331 -0.9 0.6 -0.8
C -7.694 -15.333 -8.676 0.3 -2.1 0.8
C -4.698 -17.908 -8.763 0.7 -0.6 -0.1
C -3.330 -18.187 -8.672 0.0 -0.3 0.5
C -2.642 -18.832 -9.701 -0.3 0.2 -0.9
C -3.306 -19.113 -10.912 0.0 0.3 0.6
C -4.674 -18.836 -11.001 0.3 -0.1 -0.6
C -5.365 -18.296 -9.933 -0.5 0.4 0.7
C -7.047 -18.287 -6.827 -0.6 -0.4 1.0
C -8.061 -17.835 -5.961 0.3 0.4 -0.8
C -9.161 -18.613 -5.643 -0.2 0.0 0.3
C -9.208 -19.936 -6.083 0.5 -0.1 0.4
C -8.151 -20.440 -6.842 0.4 -0.4 -0.2
C -7.095 -19.621 -7.267 -0.4 0.5 0.7
H -4.598 -14.467 -7.729 0.2 0.3 -0.3
H -5.155 -12.407 -9.011 -0.2 0.0 -0.2
H -7.535 -12.222 -10.043 0.6 -0.9 0.6
H -9.118 -14.165 -9.726 1.2 0.2 0.3
H -8.340 -16.216 -8.636 -0.2 0.5 0.0
H -2.791 -17.963 -7.753 0.0 0.2 -0.2
H -1.575 -19.036 -9.619 -0.3 0.0 0.1
H -2.774 -19.520 -11.779 -0.2 0.1 0.5
H -5.199 -18.995 -11.948 0.2 -0.2 0.4
H -6.445 -18.187 -9.982 0.1 0.2 -0.2
H -8.012 -16.812 -5.636 -0.1 0.4 0.3
H -9.962 -18.176 -5.029 0.4 -0.3 -0.3
H -9.993 -20.604 -5.736 0.0 0.2 -0.3
H -8.094 -21.518 -7.066 -0.2 0.7 -0.1
H -6.301 -20.007 -7.866 0.3 -0.3 -0.3
N -1.166 -21.925 -1.114 0.6 0.3 -0.3
C -1.370 -20.897 -1.940 -0.7 0.3 0.4
C -1.675 -19.563 -1.464 0.0 -0.3 -0.6
C -2.283 -18.675 -2.304 1.2 -0.3 -0.4
N -2.465 -18.928 -3.660 -0.2 -0.2 2.4
C -2.032 -20.116 -4.124 0.6 -0.4 -0.8
C -1.446 -21.063 -3.344 0.1 -1.4 -0.5
H -0.871 -21.770 -0.155 -0.3 -0.1 -0.1
H -1.085 -22.878 -1.467 0.1 0.5 0.1
H -1.415 -19.267 -0.462 -0.3 0.0 0.2
H -2.487 -17.673 -1.959 -0.3 0.0 -0.1
H -2.108 -20.264 -5.209 -0.1 0.0 0.5
H -1.091 -22.017 -3.807 -0.4 1.0 0.4
O -1.587 -17.339 -5.816 -1.4 -0.2 0.8
C -0.457 -16.994 -5.286 1.3 -0.5 1.4
O -0.049 -17.054 -4.100 -1.5 0.0 -2.3
C 0.554 -16.582 -6.383 0.1 0.1 1.2
N 1.918 -16.844 -5.750 0.3 -1.1 0.5
C 2.727 -15.575 -5.867 0.0 0.3 -0.9
C 1.622 -14.534 -5.756 -0.1 0.8 -0.2
C 0.554 -15.074 -6.702 0.7 -1.1 -1.4
H 0.371 -17.191 -7.235 0.1 -0.5 -0.7
H 2.418 -17.714 -6.087 -0.7 1.3 0.3
H 1.639 -17.007 -4.736 0.4 0.1 -0.7
H 3.145 -15.574 -6.897 0.0 0.0 0.7
H 3.529 -15.491 -5.124 -0.4 -0.3 -0.2
H 1.944 -13.530 -6.050 0.1 -0.3 0.1
H 1.276 -14.469 -4.723 -0.1 0.0 0.0
H 0.868 -14.995 -7.781 0.0 0.2 1.0
H -0.457 -14.710 -6.719 -0.3 0.5 0.6
```
Positions in Å, forces in eV/Å.

=====

C35H35BrCrIN3O3Si | the ωB97M-V functional and the def2-TZVPD basis

Summary:
* molecular weight: 832.57 g mol⁻¹
* spin multiplicity: 4
* E_LUMO (spin up / spin down): -0.1300 / -0.1384 Ha
* HOMO-LUMO gap (spin up / spin down): 7.55 / 7.48 eV
* ΔE to the lowest compared entry with this formula, charge and spin: 11.5 kJ/mol
* charge: +1
* <S²>: 3.7748
* E: -161916.79751 eV

Geometry as XYZ:
```
80
Properties=species:S:1:pos:R:3:forces:R:3
Cr -0.336 -0.615 0.030 0.0 0.1 0.0
C -0.322 -0.418 4.580 0.0 0.0 0.0
C -1.677 -0.591 3.969 0.0 0.0 0.0
N -2.731 -0.649 4.744 0.0 0.0 0.0
C -3.957 -0.790 4.198 0.0 0.0 0.0
C -4.187 -0.887 2.853 0.0 0.0 0.0
C -5.593 -1.068 2.340 0.0 0.0 0.0
O -5.981 -0.069 1.404 0.0 0.0 0.0
C -3.061 -0.831 1.985 0.0 0.0 0.0
C -3.259 -0.978 0.572 0.0 0.0 0.0
N -2.343 -1.072 -0.348 0.0 0.1 0.0
C -2.819 -1.402 -1.660 -0.1 -0.1 -0.1
C -3.912 -2.254 -1.832 0.0 0.0 0.0
C -4.392 -2.550 -3.096 0.0 0.0 0.0
C -3.777 -2.018 -4.219 0.0 0.0 0.0
C -2.653 -1.219 -4.072 0.0 0.0 0.0
C -2.178 -0.931 -2.803 0.1 0.0 0.1
I -0.384 0.136 -2.621 -0.1 0.0 -0.1
C -1.793 -0.673 2.549 0.0 0.0 0.0
O -0.692 -0.554 1.848 0.0 -0.2 0.1
H -0.424 -0.350 5.660 0.0 0.0 0.0
H 0.161 0.483 4.199 0.0 0.0 0.0
H 0.328 -1.258 4.327 0.0 0.0 0.0
H -4.783 -0.830 4.900 0.0 0.0 0.0
H -6.279 -1.105 3.189 0.0 0.0 0.0
H -5.692 -2.018 1.811 0.0 0.0 0.0
H -6.062 0.774 1.864 0.0 0.0 0.0
H -4.294 -1.021 0.249 0.0 0.0 0.0
H -4.373 -2.709 -0.966 0.0 0.0 0.0
H -5.243 -3.209 -3.202 0.0 0.0 0.0
H -4.149 -2.244 -5.209 0.0 0.0 0.0
H -2.143 -0.828 -4.942 0.0 0.0 0.0
C 4.569 0.458 0.782 0.0 0.0 0.0
C 3.639 1.672 0.882 0.0 0.0 0.0
C 4.399 2.935 0.460 0.0 0.0 0.0
C 3.149 1.821 2.328 0.0 0.0 0.0
Si 2.141 1.446 -0.225 -0.1 0.1 0.0
O 1.339 0.083 0.219 0.0 0.0 0.1
C 2.597 1.155 -2.032 0.1 0.0 0.1
C 2.407 2.054 -3.084 0.0 0.0 0.0
C 2.726 1.710 -4.393 0.0 0.0 0.0
C 3.249 0.457 -4.674 0.0 0.0 0.0
C 3.449 -0.455 -3.644 0.0 0.0 0.0
C 3.122 -0.109 -2.344 0.0 0.1 0.0
C 0.936 2.881 -0.059 -0.1 -0.1 0.0
C -0.253 2.666 0.649 0.0 0.0 -0.1
C -1.209 3.663 0.787 0.0 0.0 0.0
C -0.992 4.911 0.223 0.0 0.0 0.0
C 0.191 5.158 -0.460 0.0 0.0 0.0
C 1.141 4.155 -0.594 0.1 0.0 0.0
H 5.418 0.583 1.461 0.0 0.0 0.0
H 4.970 0.333 -0.226 0.0 0.0 0.0
H 4.057 -0.467 1.064 0.0 0.0 0.0
H 5.274 3.078 1.101 0.0 0.0 0.0
H 3.778 3.829 0.552 0.0 0.0 0.0
H 4.754 2.867 -0.572 0.0 0.0 0.0
H 4.003 1.940 3.002 0.0 0.0 0.0
H 2.586 0.942 2.653 0.0 0.0 0.0
H 2.507 2.697 2.448 0.0 0.0 0.0
H 1.978 3.030 -2.893 0.0 0.0 0.0
H 2.567 2.421 -5.193 0.0 0.0 0.0
H 3.504 0.191 -5.691 0.0 0.0 0.0
H 3.860 -1.434 -3.860 0.0 0.0 0.0
H 3.263 -0.835 -1.550 0.0 0.0 0.0
H -0.417 1.716 1.152 0.0 0.0 0.0
H -2.116 3.472 1.348 0.0 0.0 0.0
H -1.732 5.693 0.328 0.0 0.0 0.0
H 0.376 6.136 -0.886 0.0 0.0 0.0
H 2.064 4.385 -1.115 0.0 0.0 0.0
Br 3.415 -4.335 1.930 0.0 0.0 0.0
C 1.972 -4.027 0.772 0.0 0.0 0.0
C 1.497 -5.021 -0.069 0.0 0.0 0.0
C 0.433 -4.726 -0.906 0.0 0.0 0.0
C -0.116 -3.460 -0.877 0.0 0.0 0.0
N 0.353 -2.508 -0.062 0.1 -0.1 0.0
C 1.381 -2.778 0.753 0.0 0.0 0.0
H 1.952 -6.003 -0.068 0.0 0.0 0.0
H 0.032 -5.469 -1.579 0.0 0.0 0.0
H -0.944 -3.193 -1.520 0.0 0.0 0.0
H 1.729 -1.967 1.378 0.0 0.0 0.0
```
Positions in Å, forces in eV/Å.

=====

C35H35Ge2MnN4O5 | the ωB97M-V functional and the def2-TZVPD basis

Summary:
* molecular weight: 791.85 g mol⁻¹
* spin multiplicity: 6
* E_LUMO (spin up / spin down): -0.1683 / -0.2001 Ha
* HOMO-LUMO gap (spin up / spin down): 5.68 / 4.82 eV
* charge: +1
* <S²>: 8.8192
* E: -197410.14196 eV

Geometry as XYZ:
```
82
Properties=species:S:1:pos:R:3:forces:R:3
Mn -0.179 -1.306 -0.144 0.2 -0.1 -0.2
O 0.118 -4.588 2.011 0.0 0.0 0.0
C -0.121 -3.497 1.583 -0.1 -0.1 -0.1
O 0.102 -3.104 0.323 0.3 -0.1 0.1
C -0.702 -2.388 2.442 -0.1 0.1 0.1
C -0.940 -2.370 3.802 0.0 0.0 0.0
C -1.332 -1.157 4.366 0.0 0.0 0.1
C -1.441 0.003 3.603 0.0 0.1 0.0
C -1.192 -0.102 2.248 0.0 -0.1 0.1
N -0.889 -1.284 1.739 -0.1 -0.1 0.0
C -1.074 0.990 1.200 -0.2 -0.1 -0.2
O -1.254 2.149 1.453 0.0 0.1 0.1
O -0.731 0.513 0.004 0.1 0.4 0.2
H -0.798 -3.261 4.397 0.0 0.0 0.0
H -1.522 -1.108 5.431 0.0 0.0 0.0
H -1.686 0.959 4.044 0.0 0.0 0.0
C 1.669 2.331 -1.481 0.0 0.0 -0.1
Ge 2.944 0.862 -1.438 -0.2 -0.1 0.0
C 3.034 -0.158 -3.095 0.0 0.0 0.0
C 4.707 1.358 -0.749 0.0 0.0 0.0
Ge 2.450 -0.830 0.370 0.5 0.3 0.1
C 2.353 -0.058 2.137 -0.2 -0.1 0.0
C 2.683 -0.793 3.282 0.0 -0.1 0.0
C 2.558 -0.222 4.539 0.0 0.0 0.0
C 2.101 1.085 4.668 0.0 0.0 0.0
C 1.762 1.823 3.541 0.0 0.0 0.0
C 1.877 1.250 2.284 0.0 0.0 0.0
C 3.810 -2.203 0.310 -0.2 -0.2 0.0
C 5.026 -2.008 0.971 0.0 0.1 0.1
C 6.037 -2.951 0.868 0.0 0.0 0.0
C 5.837 -4.106 0.123 0.0 0.0 0.0
C 4.626 -4.320 -0.523 0.0 0.0 0.0
C 3.620 -3.370 -0.433 0.0 0.0 -0.1
H 1.732 2.820 -2.455 0.0 0.0 0.0
H 1.899 3.071 -0.715 0.0 0.0 0.0
H 0.653 1.972 -1.328 0.0 0.0 0.0
H 3.532 0.437 -3.862 0.0 0.0 0.0
H 2.036 -0.403 -3.456 0.0 0.0 0.0
H 3.603 -1.077 -2.952 0.0 0.0 0.0
H 5.124 2.123 -1.408 0.0 0.0 0.0
H 5.380 0.501 -0.742 0.0 0.0 0.0
H 4.636 1.775 0.256 0.0 0.0 0.0
H 3.047 -1.810 3.189 0.0 0.0 0.0
H 2.821 -0.794 5.420 0.0 0.0 0.0
H 2.009 1.530 5.650 0.0 0.0 0.0
H 1.400 2.838 3.640 0.0 0.0 0.0
H 1.593 1.829 1.412 0.0 0.0 0.0
H 5.188 -1.117 1.569 0.0 0.0 0.0
H 6.979 -2.789 1.376 0.0 0.0 0.0
H 6.625 -4.844 0.051 0.0 0.0 0.0
H 4.464 -5.228 -1.088 0.0 0.0 0.0
H 2.669 -3.553 -0.924 0.0 0.0 0.0
C -6.144 4.583 1.482 0.0 0.0 0.0
C -5.539 3.742 0.390 0.0 0.0 0.0
C -6.336 3.058 -0.520 0.0 0.0 0.0
C -5.800 2.263 -1.523 -0.1 0.0 -0.1
C -4.420 2.145 -1.624 0.0 0.0 0.0
N -3.767 1.347 -2.599 0.0 0.2 0.1
C -4.346 0.584 -3.559 -0.1 0.0 -0.1
O -5.520 0.541 -3.840 0.0 0.0 0.0
N -3.425 -0.184 -4.307 -0.1 0.0 -0.1
C -2.299 -0.850 -3.865 0.0 -0.1 0.0
C -1.543 -1.587 -4.781 0.0 -0.1 -0.1
C -0.443 -2.301 -4.356 0.0 0.0 -0.1
C -0.083 -2.250 -3.023 0.1 0.0 0.2
N -0.779 -1.524 -2.147 -0.3 0.0 -0.2
C -1.872 -0.854 -2.540 0.1 0.0 0.0
C -3.604 2.819 -0.722 0.1 0.0 0.0
C -4.161 3.607 0.269 0.1 0.0 0.0
H -7.128 4.953 1.195 0.0 0.0 0.0
H -5.514 5.441 1.714 0.0 0.0 0.0
H -6.265 4.004 2.400 0.0 0.0 0.0
H -7.414 3.151 -0.454 0.0 0.0 0.0
H -6.444 1.756 -2.225 0.0 0.0 0.1
H -2.764 1.450 -2.635 -0.1 0.1 0.0
H -3.875 -0.564 -5.129 0.0 0.0 0.0
H -1.836 -1.605 -5.825 0.0 0.0 0.0
H 0.137 -2.891 -5.052 0.0 0.0 0.0
H 0.770 -2.792 -2.632 0.0 0.0 0.0
H -2.405 -0.303 -1.778 0.1 -0.2 0.0
H -2.525 2.718 -0.783 0.0 0.0 0.0
H -3.503 4.119 0.962 0.0 0.0 0.0
```
Positions in Å, forces in eV/Å.

=====

Which of these has the highest E?
C35H35AsIrN4O7

=====

The lowest <S²> belongs to which entry?
C35H35BrCrIN3O3Si

=====

Look up the charge of the first one.
+3

=====

E of number 2 (C35H35BrCrIN3O3Si)?
-161916.79751 eV